<i>
# C3H11N2O2S

A cluster of 2 separate species, C3H11N2O2S in total (ωB97M-V/def2-TZVPD, the Open Molecules 2025 dataset).

Calculated values
molecular weight: 139.200 g mol⁻¹
charge: +1
LUMO energy: -3.13 eV
orbital gap: 10.4 eV

Geometry (Å):
N -0.746 -0.176 -0.752
C 0.484 -0.276 0.092
C 0.597 0.837 1.092
S -0.877 0.945 2.173
C 1.614 -0.267 -0.944
N 2.826 -0.641 -0.440
O 1.320 -0.126 -2.127
H -1.530 0.220 -0.161
H -0.531 0.522 -1.536
H -1.076 -1.079 -1.118
H 0.460 -1.365 0.601
H 1.418 0.715 1.763
H 0.997 1.780 0.649
H -1.372 2.145 1.979
H 3.646 -0.635 -1.002
H 2.786 -0.851 0.525
H -3.834 -1.346 -0.652
H -3.047 -1.692 -1.973
O -3.133 -1.076 -1.246

<ii>
# C3H11N2O2S

A cluster of 2 separate species, C3H11N2O2S in total (ωB97M-V/def2-TZVPD, the Open Molecules 2025 dataset).

Calculated values
molecular weight: 139.200 g mol⁻¹
charge: +1
LUMO energy: -3.24 eV
orbital gap: 9.4 eV

Geometry (Å):
N 0.847 0.704 -1.148
C -0.456 0.420 -0.319
C -0.041 -0.503 0.812
S -0.237 0.112 2.542
C -1.414 -0.286 -1.381
N -2.647 -0.609 -0.991
O -0.939 -0.403 -2.534
H 1.257 -0.127 -1.597
H 0.577 1.512 -1.866
H 1.618 1.088 -0.507
H -0.872 1.271 -0.012
H -0.949 -1.326 0.925
H 0.955 -1.069 0.559
H 0.334 -0.926 3.226
H -3.352 -0.846 -1.656
H -3.043 -0.394 0.026
H 2.942 1.224 1.532
H 2.891 -0.361 1.318
O 2.527 0.521 1.072

Tell me which of them is the most stable. Sure, it is <i>.

<i>
# C4H9NO2

The ion C4H9NO2 with charge -1 (ωB97M-V/def2-TZVPD, the Open Molecules 2025 dataset).

Calculated values
2S+1: 2
molecular weight: 103.121 g mol⁻¹
charge: -1
LUMO energy (spin up / spin down): 3.32 / 3.23 eV
orbital gap (spin up / spin down): 2.9 / 6.3 eV

Geometry (Å):
C -1.284 -0.015 0.935
O -2.427 0.783 0.774
C -0.116 0.342 0.005
C 1.048 -0.650 0.110
C 2.279 -0.318 -0.725
O 3.224 -1.169 -0.758
N -0.597 0.464 -1.384
H -0.826 0.105 1.933
H -1.576 -1.052 0.804
H -2.381 1.661 1.166
H 0.290 1.306 0.362
H 1.180 -0.769 1.238
H 0.683 -1.667 -0.082
H 2.353 0.727 -1.070
H -1.610 0.552 -1.382
H -0.241 -0.300 -1.925

<ii>
# C4H9NO2

A cluster of 3 separate species, C4H9NO2 in total (ωB97M-V/def2-TZVPD, the Open Molecules 2025 dataset).

Calculated values
2S+1: 2
molecular weight: 103.121 g mol⁻¹
charge: -1
LUMO energy (spin up / spin down): 3.69 / 3.63 eV
orbital gap (spin up / spin down): 3.0 / 8.8 eV

Geometry (Å):
C 2.559 -0.510 0.331
C 1.841 -0.570 -0.769
N 0.556 -0.105 -0.500
C 0.502 0.162 0.849
C 1.682 -0.292 1.472
H 3.672 -0.759 0.426
H 2.249 -0.676 -1.789
H -0.159 -0.173 -1.207
H -0.433 0.416 1.267
H 1.857 -0.245 2.598
H -3.306 2.183 0.725
H -2.937 3.038 -0.625
O -3.078 2.117 -0.291
H -2.314 -1.865 -1.211
H -2.561 -0.896 -0.086
O -1.855 -1.247 -0.696

Tell me which of them is the most stable. Sure, it is <i>.

<i>
# C3H9O3

A structure of composition C3H9O3 (ωB97M-V/def2-TZVPD, the Open Molecules 2025 dataset).

Calculated values
molecular weight: 93.102 g mol⁻¹
charge: -1
LUMO energy: 3.67 eV
orbital gap: 7.3 eV

Geometry (Å):
C -0.684 0.546 0.310
O -1.068 -0.645 0.943
C 0.933 0.626 0.611
C 1.481 -0.120 -0.649
O 2.859 -0.575 -0.214
H -1.036 1.388 0.820
H -0.860 0.703 -0.793
H 1.449 1.551 0.687
H 1.176 -0.050 1.442
H 1.411 0.529 -1.536
H 0.927 -1.089 -0.825
H 3.040 -1.312 -0.891
H -3.703 0.067 -0.016
H -2.430 -0.812 0.355
O -3.496 -0.808 -0.245

<ii>
# C3H9O3

A cluster of 2 separate species, C3H9O3 in total (ωB97M-V/def2-TZVPD, the Open Molecules 2025 dataset).

Calculated values
molecular weight: 93.102 g mol⁻¹
charge: -1
LUMO energy: 2.70 eV
orbital gap: 5.0 eV

Geometry (Å):
C 0.394 -1.433 0.026
C 1.889 -1.405 0.111
O 2.506 -1.476 -1.174
C -0.297 -1.658 1.429
O -1.610 -1.623 1.434
H -0.007 -0.486 -0.354
H 0.019 -2.247 -0.597
H 2.257 -2.304 0.628
H 2.260 -0.613 0.757
H 1.862 -2.034 -1.618
H 0.187 -0.865 2.091
H 0.262 -2.572 1.808
H -3.581 6.285 -2.223
H -3.274 6.113 -0.734
O -2.868 6.317 -1.582

<iii>
# C3H9O3

A structure of composition C3H9O3 (ωB97M-V/def2-TZVPD, the Open Molecules 2025 dataset).

Calculated values
molecular weight: 93.102 g mol⁻¹
charge: -1
LUMO energy: 3.93 eV
orbital gap: 7.8 eV

Geometry (Å):
C 1.311 0.008 -0.204
C 1.685 1.465 -0.065
O 0.587 2.253 -0.747
C 0.143 -0.563 0.618
O -0.429 -1.645 -0.030
H 2.330 -0.592 -0.385
H 0.976 -0.275 -1.259
H 1.734 1.888 0.902
H 2.509 1.649 -0.740
H -0.099 1.539 -1.282
H 0.575 -0.751 1.605
H -0.591 0.278 0.678
H -3.007 -2.182 0.758
H -1.702 -1.405 0.066
O -2.853 -1.310 0.472

Tell me which of them is the most stable. Sure, it is <ii>.

<i>
# C3H10NO2

A cluster of 2 separate species, C3H10NO2 in total (ωB97M-V/def2-TZVPD, the Open Molecules 2025 dataset).

Calculated values
molecular weight: 92.118 g mol⁻¹
charge: -1
LUMO energy: 4.14 eV
orbital gap: 7.3 eV

Geometry (Å):
C -0.635 1.303 -0.995
C -0.277 0.785 0.323
C 0.680 -0.416 0.120
O 0.045 -1.654 -0.196
N 0.290 2.212 -1.585
H -1.573 1.939 -1.016
H -0.835 0.652 -1.903
H 0.082 1.615 0.893
H -1.196 0.496 0.773
H 1.292 -0.333 1.074
H 1.401 -0.136 -0.690
H 0.196 2.401 -2.631
H 1.155 1.636 -1.749
H -0.855 -1.642 2.451
H -0.316 -1.935 1.226
O -0.044 -2.122 2.194

<ii>
# C3H10NO2

A cluster of 2 separate species, C3H10NO2 in total (ωB97M-V/def2-TZVPD, the Open Molecules 2025 dataset).

Calculated values
molecular weight: 92.118 g mol⁻¹
charge: -1
LUMO energy: 4.13 eV
orbital gap: 7.5 eV

Geometry (Å):
C 0.549 0.099 1.419
N 0.902 1.153 0.490
C -0.124 1.501 -0.594
O -0.011 0.658 -1.644
C 0.677 -1.282 0.800
H 1.080 0.074 2.377
H -0.498 0.269 1.707
H 1.642 0.826 -0.126
H 0.055 2.593 -0.755
H -1.121 1.505 -0.096
H 1.674 -1.466 0.360
H 0.005 -1.463 -0.039
H 0.601 -2.271 1.312
H -1.758 -1.429 -1.498
H -1.422 -0.076 -1.870
O -2.252 -0.690 -1.843

Tell me which of them is the most stable. Sure, it is <ii>.

<i>
# C3H10NO2

A cluster of 2 separate species, C3H10NO2 in total (ωB97M-V/def2-TZVPD, the Open Molecules 2025 dataset).

Calculated values
molecular weight: 92.118 g mol⁻¹
charge: -1
LUMO energy: 4.08 eV
orbital gap: 6.9 eV

Geometry (Å):
C -0.801 1.340 -0.040
N 0.299 0.462 -0.453
C 0.294 -0.801 0.245
C 0.953 -0.556 1.637
O 1.910 0.400 1.503
H -0.372 2.351 -0.025
H -1.203 1.163 0.959
H -1.575 1.391 -0.810
H 1.148 0.844 0.029
H 0.764 -1.665 -0.256
H -0.694 -1.254 0.421
H 1.275 -1.526 2.053
H 0.120 -0.192 2.291
H -0.619 -0.427 -3.228
H -0.524 -0.535 -1.791
O -0.974 -0.995 -2.535

<ii>
# C3H10NO2

A cluster of 2 separate species, C3H10NO2 in total (ωB97M-V/def2-TZVPD, the Open Molecules 2025 dataset).

Calculated values
molecular weight: 92.118 g mol⁻¹
charge: -1
LUMO energy: 3.92 eV
orbital gap: 6.0 eV

Geometry (Å):
C -0.382 0.956 -0.565
C -0.027 -0.615 -0.404
C -1.001 -1.558 -1.233
O -0.578 -1.655 -2.425
N 0.100 1.516 0.811
H -1.545 0.975 -0.762
H 0.107 1.430 -1.396
H 1.070 -0.628 -0.402
H -0.171 -0.730 0.659
H -1.928 -1.111 -1.168
H -0.889 -2.594 -0.712
H 0.089 2.514 0.786
H -0.660 1.224 1.442
H 2.015 -0.400 1.211
H 1.556 0.622 2.193
O 2.243 0.055 1.964

Tell me which of them is the most stable. Sure, it is <i>.